Formula: C3H7N3S
Source: OMol25
Level of theory: ωB97M-V/def2-TZVPD

The geometry in ORCA input format:
```
! wB97M-V def2-TZVPD RIJCOSX def2/J DEFGRID3
* xyz 0 1
S -1.77290 2.36006 0.79248
N 0.61432 1.09702 0.70026
N 1.21859 -0.52272 -0.75761
N 1.01196 -1.74361 -1.37383
C -1.02663 -0.78397 0.25772
C 0.28018 -0.08938 -0.01144
C -0.16446 2.13632 1.03559
H -0.85888 -1.85039 0.26641
H 1.71803 -1.86417 -2.07456
H 0.45045 2.91466 1.51774
H -1.77009 -0.56261 -0.50167
H 0.10469 -1.84318 -1.79418
H 1.64033 1.21622 0.73541
H -1.44558 -0.46425 1.20766
*
```

Molecular weight, g mol⁻¹: 117.2
SMILES: C/C(=N\N)NC=S
Relative energy (zero: lowest compared OMol25 entry of this formula, charge and spin), kJ/mol: 135.9
Frontier orbital gap, eV: 9.039
HOMO level, eV: -8.48